one:
Below is a 11-piece molecular cluster, C33H66O33 overall, with properties calculated with ωB97M-V/def2-TZVPD.

- Net charge: 0
- HOMO level: -10.6 eV
- Gap between HOMO and LUMO: 11.00 eV
- LUMO: 0.4 eV

Geometry (Å):
C 2.89 1.33 0.75
O 3.46 0.66 1.88
C 3.51 -0.67 1.86
O 3.09 -1.38 0.97
O 4.18 -1.09 2.92
C 4.61 -2.45 2.94
H 2.09 1.99 1.08
H 2.51 0.67 -0.02
H 3.70 1.93 0.34
H 4.82 -2.79 1.93
H 3.82 -3.06 3.36
H 5.46 -2.54 3.61
C 2.32 -0.89 6.61
O 1.99 -1.99 5.79
C 1.13 -1.78 4.79
O 0.73 -0.70 4.44
O 0.84 -2.95 4.25
C 0.06 -2.84 3.06
H 1.86 0.04 6.29
H 3.39 -0.69 6.56
H 2.05 -1.09 7.65
H -0.93 -2.48 3.32
H -0.14 -3.85 2.72
H 0.51 -2.23 2.28
C 3.02 7.28 -6.64
O 2.07 6.55 -5.89
C 2.16 5.23 -5.93
O 3.07 4.59 -6.38
O 1.08 4.72 -5.35
C 1.07 3.31 -5.15
H 2.50 7.92 -7.36
H 3.67 6.65 -7.22
H 3.55 7.97 -5.99
H 0.80 2.71 -6.01
H 0.39 3.14 -4.32
H 2.04 3.05 -4.72
C -3.72 -1.36 0.08
O -3.83 -0.44 1.14
C -5.01 0.09 1.43
O -6.05 -0.22 0.92
O -4.85 0.98 2.39
C -6.03 1.59 2.88
H -3.26 -0.89 -0.79
H -4.65 -1.84 -0.20
H -3.04 -2.15 0.41
H -5.71 2.31 3.62
H -6.74 0.89 3.31
H -6.53 2.14 2.08
C -0.64 0.10 1.58
O -0.63 -0.22 0.20
C -0.32 0.72 -0.67
O -0.18 1.89 -0.44
O -0.28 0.17 -1.88
C 0.10 0.99 -2.98
H -1.44 0.81 1.80
H 0.33 0.28 2.05
H -1.08 -0.77 2.07
H -0.77 1.58 -3.29
H 0.37 0.28 -3.74
H 0.93 1.65 -2.76
C 0.29 3.13 3.61
O 0.17 4.12 4.62
C -1.03 4.21 5.20
O -1.95 3.47 5.05
O -0.98 5.29 5.99
C -2.17 5.65 6.64
H -0.15 3.48 2.67
H -0.16 2.18 3.88
H 1.35 2.95 3.47
H -2.79 6.38 6.11
H -1.89 6.15 7.57
H -2.84 4.82 6.86
C -1.17 -4.80 -4.41
O 0.17 -4.42 -4.62
C 0.70 -3.47 -3.87
O 0.19 -2.97 -2.90
O 1.85 -3.09 -4.40
C 2.41 -1.91 -3.86
H -1.66 -4.92 -5.37
H -1.70 -4.07 -3.80
H -1.24 -5.77 -3.90
H 1.67 -1.15 -3.67
H 3.11 -1.55 -4.62
H 3.07 -2.09 -3.01
C -4.29 1.65 8.60
O -4.36 0.99 7.33
C -3.22 0.66 6.73
O -2.13 0.65 7.24
O -3.50 0.30 5.48
C -2.40 0.07 4.63
H -4.48 0.92 9.38
H -5.08 2.39 8.57
H -3.33 2.14 8.75
H -2.34 -1.01 4.47
H -1.43 0.41 4.97
H -2.56 0.52 3.65
C 5.71 0.49 -3.93
O 5.26 1.76 -3.51
C 4.07 1.79 -2.91
O 3.26 0.90 -2.91
O 3.93 2.99 -2.38
C 2.68 3.29 -1.82
H 4.98 -0.05 -4.53
H 5.85 -0.19 -3.08
H 6.66 0.64 -4.42
H 2.29 2.58 -1.10
H 1.93 3.56 -2.56
H 2.74 4.24 -1.28
C -2.48 -0.90 -4.93
O -2.38 -1.99 -5.87
C -3.49 -2.68 -6.06
O -4.50 -2.60 -5.40
O -3.31 -3.52 -7.07
C -4.41 -4.35 -7.43
H -3.39 -0.32 -5.04
H -1.60 -0.28 -5.02
H -2.53 -1.43 -3.98
H -4.53 -5.15 -6.71
H -4.12 -4.77 -8.39
H -5.30 -3.76 -7.61
C -0.53 -3.99 -0.13
O 0.86 -4.23 -0.37
C 1.24 -5.49 -0.29
O 0.54 -6.45 -0.21
O 2.57 -5.61 -0.32
C 3.37 -4.44 -0.27
H -0.66 -2.91 -0.09
H -0.90 -4.50 0.76
H -1.10 -4.32 -1.00
H 3.24 -3.89 0.65
H 3.13 -3.79 -1.11
H 4.42 -4.72 -0.32

two:
Below is a 11-piece molecular cluster, C33H66O33 overall, with properties calculated with ωB97M-V/def2-TZVPD.

- Net charge: 0
- HOMO level: -10.5 eV
- Gap between HOMO and LUMO: 11.12 eV
- LUMO: 0.6 eV

Geometry (Å):
C -1.32 -5.56 0.91
O -0.52 -6.22 1.89
C 0.27 -7.15 1.40
O 0.29 -7.60 0.26
O 1.07 -7.55 2.39
C 2.05 -8.51 1.95
H -1.56 -6.30 0.14
H -0.72 -4.78 0.51
H -2.20 -5.23 1.38
H 2.70 -8.68 2.82
H 2.75 -8.24 1.12
H 1.55 -9.45 1.76
C 0.71 6.47 2.08
O 2.04 6.93 2.19
C 2.69 6.34 3.23
O 2.30 5.58 4.05
O 3.96 6.81 3.27
C 4.74 6.46 4.40
H 0.61 5.82 1.21
H 0.07 7.31 2.13
H 0.50 5.85 2.93
H 4.32 6.88 5.30
H 5.64 7.04 4.21
H 4.98 5.40 4.58
C 1.36 0.02 6.25
O 2.59 -0.54 5.70
C 3.19 0.11 4.68
O 2.63 0.96 4.02
O 4.45 -0.29 4.54
C 4.66 -1.73 4.76
H 0.59 0.12 5.47
H 1.58 1.03 6.63
H 1.03 -0.67 7.01
H 4.07 -2.37 4.13
H 4.73 -1.97 5.81
H 5.65 -1.96 4.36
C 1.81 -2.00 -3.15
O 1.70 -2.51 -1.80
C 1.46 -3.85 -1.70
O 1.19 -4.31 -0.67
O 1.39 -4.44 -2.87
C 1.14 -5.85 -2.86
H 2.14 -0.97 -2.91
H 0.78 -2.12 -3.59
H 2.64 -2.49 -3.70
H 1.50 -6.25 -3.80
H 0.06 -6.02 -2.71
H 1.62 -6.37 -2.06
C 3.89 2.75 0.71
O 3.66 2.25 -0.65
C 2.49 2.41 -1.32
O 2.34 1.93 -2.40
O 1.67 3.26 -0.65
C 0.47 3.51 -1.39
H 3.63 3.83 0.77
H 4.93 2.56 0.99
H 3.19 2.16 1.29
H -0.25 3.99 -0.78
H 0.10 2.63 -1.87
H 0.67 4.22 -2.22
C -1.30 -2.25 2.87
O -1.99 -1.00 2.78
C -3.02 -1.00 1.89
O -3.37 -1.96 1.26
O -3.54 0.19 1.90
C -4.76 0.47 1.21
H -1.91 -3.08 2.49
H -1.05 -2.42 3.88
H -0.41 -2.12 2.29
H -5.37 1.07 1.87
H -5.39 -0.43 1.05
H -4.46 0.94 0.32
C 2.88 -4.92 2.24
O 2.29 -3.62 2.36
C 3.03 -2.76 1.68
O 4.00 -2.99 0.95
O 2.57 -1.55 2.02
C 3.14 -0.47 1.30
H 3.98 -4.84 2.15
H 2.33 -5.50 1.47
H 2.67 -5.35 3.23
H 4.10 -0.22 1.81
H 2.46 0.34 1.47
H 3.21 -0.62 0.17
C -0.45 0.03 -0.78
O -0.16 0.76 0.44
C -1.14 1.62 0.87
O -2.15 1.93 0.30
O -0.85 2.20 2.08
C 0.07 1.48 2.83
H -0.61 -1.05 -0.65
H 0.37 0.21 -1.50
H -1.32 0.46 -1.22
H 1.09 1.80 2.62
H 0.02 0.38 2.70
H -0.15 1.68 3.90
C -5.23 4.69 -5.86
O -4.63 3.46 -6.31
C -4.39 2.56 -5.34
O -4.65 2.63 -4.18
O -3.98 1.39 -5.94
C -3.92 0.30 -4.98
H -5.47 5.22 -6.77
H -4.60 5.21 -5.21
H -6.18 4.51 -5.36
H -4.94 -0.13 -4.76
H -3.37 0.67 -4.10
H -3.42 -0.56 -5.51
C -3.87 -2.06 -1.80
O -3.82 -2.66 -3.12
C -2.59 -3.00 -3.49
O -1.63 -2.99 -2.78
O -2.59 -3.35 -4.75
C -1.36 -4.04 -5.17
H -4.80 -1.59 -1.73
H -2.99 -1.45 -1.66
H -3.71 -2.83 -1.04
H -1.62 -4.18 -6.20
H -1.29 -4.99 -4.69
H -0.49 -3.49 -4.86
C -3.74 4.37 -1.24
O -2.46 4.39 -1.90
C -2.36 5.48 -2.69
O -3.18 6.24 -3.11
O -1.00 5.55 -2.90
C -0.59 6.66 -3.77
H -3.72 3.76 -0.43
H -4.53 4.07 -1.99
H -3.92 5.39 -0.89
H -0.60 6.30 -4.81
H 0.45 6.90 -3.39
H -1.30 7.47 -3.62

Stability verdict: one, ahead by 157.1 kJ/mol

one:
Below is a 7-piece molecular cluster, CH16O7 overall, with properties calculated with ωB97M-V/def2-TZVPD.

- Net charge: 0
- HOMO level: -7.5 eV
- Gap between HOMO and LUMO: 7.22 eV
- LUMO: -0.3 eV

Geometry (Å):
O -18.24 5.99 1.48
H -18.78 6.87 1.51
H -18.71 5.21 1.86
H -17.40 6.07 2.01
C -20.07 9.30 1.81
O -19.08 8.32 1.89
H -20.48 9.50 2.81
H -19.63 10.25 1.45
H -20.86 9.07 1.07
O -21.14 6.22 1.95
H -21.38 6.16 1.02
H -20.87 7.14 2.07
O -15.69 7.56 0.70
H -14.78 7.43 0.43
H -15.63 7.96 1.57
O -16.10 5.41 2.81
H -15.80 5.13 3.68
H -15.77 4.74 2.20
O -18.01 7.99 -0.77
H -18.53 8.37 -0.05
H -17.20 7.69 -0.32
O -19.65 3.90 2.36
H -19.54 3.24 3.05
H -20.55 3.78 2.04

two:
Below is a 7-piece molecular cluster, CH16O7 overall, with properties calculated with ωB97M-V/def2-TZVPD.

- Net charge: 0
- HOMO level: -9.9 eV
- Gap between HOMO and LUMO: 9.40 eV
- LUMO: -0.5 eV

Geometry (Å):
C -13.42 -6.51 9.86
O -13.55 -6.91 11.22
H -14.03 -7.21 9.28
H -13.89 -5.54 9.71
H -12.33 -6.46 9.76
H -12.95 -7.63 11.39
O -11.63 -8.58 11.96
H -11.46 -9.51 12.09
H -10.80 -8.23 11.62
O -16.61 -12.09 12.86
H -16.12 -11.27 12.80
H -15.95 -12.74 13.13
O -11.50 -11.71 12.30
H -10.81 -11.54 12.93
H -11.58 -12.67 12.28
O -12.60 -12.60 9.70
H -12.70 -12.15 8.86
H -12.46 -11.90 10.33
O -14.46 -10.13 12.41
H -13.66 -10.65 12.51
H -14.17 -9.34 11.96
O -14.38 -13.61 13.44
H -14.10 -14.27 14.08
H -13.67 -13.58 12.80

Stability verdict: two, ahead by 93.6 kJ/mol

one:
Below is C3H5PS in the gas phase, with properties calculated with ωB97M-V/def2-TZVPD.

- Net charge: 0
- HOMO level (alpha / beta): -5.8 / -9.5 eV
- Gap between HOMO and LUMO (alpha / beta): 6.56 / 6.67 eV
- LUMO (alpha / beta): 0.8 / -2.9 eV
- Multiplicity: 3
- ⟨S²⟩: 2.0147

Geometry (Å):
C -2.52 -0.44 0.14
C -1.52 -0.82 -0.39
C -0.30 -1.05 -1.18
P 1.86 0.26 0.97
S 0.83 0.72 -0.69
H -3.39 -0.05 0.39
H -0.42 -0.87 -2.23
H 0.08 -2.00 -0.72
H 3.18 0.27 0.45
H 2.06 1.48 1.55

two:
Below is C3H5PS in the gas phase, with properties calculated with ωB97M-V/def2-TZVPD.

- Net charge: 0
- HOMO level (alpha / beta): -4.5 / -9.7 eV
- Gap between HOMO and LUMO (alpha / beta): 5.34 / 6.48 eV
- LUMO (alpha / beta): 0.9 / -3.3 eV
- Multiplicity: 3
- ⟨S²⟩: 2.0110

Geometry (Å):
C -0.08 -0.37 -0.91
C -1.06 0.22 -0.24
C -1.84 0.79 0.61
P 1.53 -0.51 0.01
S 1.52 -1.29 1.81
H -0.07 -0.89 -1.87
H -2.42 0.31 1.31
H -1.77 1.88 0.60
H 2.00 0.86 -0.21
H 2.19 -0.99 -1.10

Stability verdict: one, ahead by 9.0 kJ/mol

one:
Below is CH4IN2 as an isolated structure, with properties calculated with ωB97M-V/def2-TZVPD.

- Net charge: +1
- HOMO level: -14.4 eV
- Gap between HOMO and LUMO: 8.37 eV
- LUMO: -6.1 eV

Geometry (Å):
C -0.21 0.16 0.33
N 0.14 1.18 -0.39
N -0.09 -1.07 -0.04
I -0.38 -2.83 1.22
H -0.34 0.34 1.39
H 0.22 2.05 0.06
H 0.46 1.31 -1.28
H 0.21 -1.14 -1.29

two:
Below is a 2-piece molecular cluster, CH4IN2 overall, with properties calculated with ωB97M-V/def2-TZVPD.

- Net charge: +1
- HOMO level (alpha / beta): -13.6 / -13.2 eV
- Gap between HOMO and LUMO (alpha / beta): 6.85 / 6.72 eV
- LUMO (alpha / beta): -6.7 / -6.5 eV

Geometry (Å):
C -0.08 0.14 0.04
N -0.12 -1.14 0.07
N -0.89 1.14 0.09
I 3.91 -0.04 0.03
H -0.98 -1.70 -0.16
H 0.74 -1.68 -0.29
H -1.95 1.17 0.36
H -0.63 2.11 -0.14

Stability verdict: one, ahead by 112.3 kJ/mol

one:
Below is an isolated ion of composition C7H15N2 and charge +1, with properties calculated with ωB97M-V/def2-TZVPD.

- Net charge: +1
- HOMO level: -13.6 eV
- Gap between HOMO and LUMO: 9.65 eV
- LUMO: -4.0 eV

Geometry (Å):
H 0.94 0.83 -3.20
N 0.49 -0.12 -2.98
C 0.69 -0.69 -1.86
C 0.16 -2.11 -1.68
C 1.76 -0.25 -0.76
C 1.08 0.07 0.58
C -0.18 0.90 0.57
N -0.90 0.99 -0.47
C -0.67 1.53 1.90
C -1.66 0.48 2.42
H -0.76 -2.16 -2.30
H 0.01 -2.26 -0.65
H 0.94 -2.90 -1.85
H 2.46 -0.99 -0.57
H 2.43 0.54 -1.19
H 0.52 -0.85 0.96
H 1.83 0.44 1.20
H -0.65 0.19 -1.20
H -1.89 1.35 -0.57
H 0.13 1.76 2.60
H -1.31 2.51 1.51
H -1.04 -0.45 2.29
H -2.58 0.24 1.80
H -1.79 0.92 3.45

two:
Below is an isolated ion of composition C7H15N2 and charge +1, with properties calculated with ωB97M-V/def2-TZVPD.

- Net charge: +1
- HOMO level: -11.3 eV
- Gap between HOMO and LUMO: 8.20 eV
- LUMO: -3.1 eV

Geometry (Å):
C -1.31 2.12 -0.10
C -0.68 0.72 -0.10
C 0.81 0.56 -0.21
C 1.95 1.47 -0.43
N 1.05 -0.84 -0.30
C 1.95 -1.44 0.72
C -0.22 -1.48 -0.42
N -1.19 -0.50 -0.10
C -2.64 -0.79 -0.20
H -0.53 2.77 -0.22
H -1.84 2.13 0.85
H -2.13 2.30 -0.72
H 2.76 1.35 0.32
H 1.61 2.52 -0.57
H 2.30 0.92 -1.44
H 1.78 -0.92 -1.15
H 2.53 -2.40 0.56
H 2.79 -0.73 0.88
H 1.45 -1.67 1.65
H -0.23 -2.36 0.32
H -0.50 -1.87 -1.42
H -3.08 -1.07 -1.22
H -3.07 -1.45 0.57
H -3.25 0.19 0.03

Stability verdict: one, ahead by 73.1 kJ/mol

one:
Below is C5H7NO in the gas phase, with properties calculated with ωB97M-V/def2-TZVPD.

- Net charge: 0
- HOMO level (alpha / beta): -5.1 / -9.9 eV
- Gap between HOMO and LUMO (alpha / beta): 6.08 / 7.35 eV
- LUMO (alpha / beta): 1.0 / -2.5 eV
- Multiplicity: 3
- ⟨S²⟩: 2.0070

Geometry (Å):
C 1.68 0.56 0.01
C 0.34 1.15 -0.42
C 0.56 -1.32 -0.11
C -1.76 -0.05 0.65
C -0.57 -0.09 -0.16
N 1.76 -0.67 0.25
O -1.78 -0.33 -0.82
H 2.47 1.17 0.42
H 0.14 1.99 0.15
H 0.37 1.50 -1.50
H 0.57 -2.18 0.56
H 0.62 -1.66 -1.11
H -2.13 -0.93 1.13
H -2.26 0.86 0.95

two:
Below is C5H7NO as an isolated structure, with properties calculated with ωB97M-V/def2-TZVPD.

- Net charge: 0
- HOMO level (alpha / beta): -5.7 / -11.3 eV
- Gap between HOMO and LUMO (alpha / beta): 6.27 / 9.86 eV
- LUMO (alpha / beta): 0.6 / -1.4 eV
- Multiplicity: 3
- ⟨S²⟩: 2.0179

Geometry (Å):
C -0.57 0.36 2.24
C -1.05 0.78 -0.16
C -1.34 -0.74 -0.19
C -0.19 0.40 0.95
C 1.29 0.02 0.59
N -0.91 0.21 3.34
O -0.75 -1.68 -1.03
H -0.39 1.17 -1.06
H -1.82 1.44 -0.16
H -1.86 -1.30 0.56
H 1.48 0.55 -0.33
H 1.24 -1.02 0.78
H 1.91 0.51 1.31
H -0.19 -1.29 -1.72

Stability verdict: two, ahead by 111.3 kJ/mol